C46H47ClN11O4PbSSe | ωB97M-V with the def2-TZVPD basis set

Positions of all 112 atoms, in Å:
Pb -0.28 0.19 2.04
N -1.21 -5.36 1.47
C -0.69 -4.39 2.24
N -1.21 -3.22 2.40
C -2.39 -2.92 1.74
N -3.03 -1.84 2.03
N -2.43 -0.99 2.86
C -2.90 -0.68 4.00
C -2.14 0.21 4.88
C -2.62 0.52 6.14
C -1.84 1.27 7.00
C -0.59 1.69 6.58
C -0.18 1.35 5.30
N -0.93 0.63 4.47
C -2.91 -3.85 0.74
C -3.99 -3.56 -0.09
C -4.46 -4.50 -0.98
C -3.86 -5.76 -1.04
C -2.79 -6.07 -0.23
C -2.31 -5.11 0.66
H -0.76 -6.26 1.41
H 0.24 -4.62 2.76
H -3.81 -1.13 4.38
H -3.61 0.19 6.44
H -2.20 1.52 7.99
H 0.06 2.27 7.21
H 0.78 1.66 4.92
H -4.44 -2.57 -0.02
H -5.30 -4.28 -1.62
H -4.24 -6.50 -1.73
H -2.32 -7.04 -0.28
O 5.87 2.00 3.23
C 6.12 0.96 2.47
O 7.23 0.65 2.13
C 4.93 0.13 2.05
C 5.04 -1.09 1.41
Cl 6.44 -1.84 0.83
N 3.78 -1.58 1.24
N 2.87 -0.71 1.70
C 3.53 0.31 2.21
C 2.82 1.51 2.79
O 3.51 2.37 3.34
O 1.54 1.63 2.72
C 3.36 -2.80 0.62
C 4.14 -3.96 0.66
C 3.70 -5.10 0.01
C 2.50 -5.11 -0.68
C 1.71 -3.96 -0.70
C 2.14 -2.82 -0.05
H 4.91 2.21 3.30
H 5.07 -3.97 1.19
H 4.32 -5.99 0.03
H 2.18 -6.00 -1.21
H 0.77 -3.95 -1.24
H 1.56 -1.92 -0.10
C 4.05 0.81 -2.60
C 3.14 0.81 -3.82
C 2.73 -0.59 -4.28
C 1.80 -1.30 -3.29
N 0.41 -0.94 -3.45
C -0.32 -0.12 -2.64
Se 0.34 0.84 -1.22
N -1.60 -0.11 -3.10
C -2.70 0.68 -2.57
C -3.04 1.88 -3.46
C -1.95 2.96 -3.48
C -1.94 3.80 -2.20
C -1.69 -0.92 -4.22
C -2.75 -1.24 -5.05
C -2.50 -2.10 -6.10
C -1.23 -2.64 -6.31
C -0.16 -2.32 -5.49
C -0.41 -1.44 -4.45
H 4.34 1.82 -2.33
H 4.95 0.23 -2.78
H 3.54 0.39 -1.72
H 3.66 1.30 -4.65
H 2.24 1.40 -3.60
H 3.63 -1.20 -4.40
H 2.24 -0.53 -5.25
H 2.09 -1.04 -2.27
H 1.87 -2.38 -3.39
H -2.42 1.01 -1.57
H -3.56 0.02 -2.48
H -3.97 2.32 -3.09
H -3.23 1.52 -4.47
H -2.12 3.61 -4.34
H -0.97 2.49 -3.62
H -2.93 4.24 -2.03
H -1.21 4.60 -2.27
H -1.69 3.19 -1.33
H -3.75 -0.85 -4.88
H -3.30 -2.36 -6.78
H -1.07 -3.32 -7.14
H 0.82 -2.75 -5.65
C 1.77 5.69 2.21
C 0.30 5.47 2.14
C -0.63 6.47 2.08
C -1.99 6.11 2.07
N -2.37 4.85 2.00
C -1.46 3.88 1.99
S -2.04 2.28 1.78
N -0.14 4.19 2.12
C -3.06 7.14 2.16
H 2.00 6.71 2.50
H 2.21 5.50 1.23
H 2.24 5.00 2.91
H -0.33 7.51 2.09
H 0.56 3.44 2.26
H -2.67 8.15 2.02
H -3.52 7.07 3.15
H -3.85 6.94 1.43

Values from the calculation:
LUMO level: -2.78 eV
HOMO energy: -9.7 eV
Kohn-Sham gap: 6.97 eV
ΔE to the lowest compared entry with this formula, charge and spin: 1.0678 eV
energy: -166996.8918 eV
total charge: +1